(1)
{
  "formula": "C35H37N3O5",
  "method": "ωB97M-V with the def2-TZVPD basis set",
  "spin_multiplicity": 1,
  "smiles": "CC(=O)n1cc([C@@H]2C=C(C(=O)N3CCN(Cc4ccccc4)CC3)O[C@H](OCc3ccc(CO)cc3)C2)c2ccccc21",
  "fmax_ev_per_a": 0.876,
  "homo_lumo_gap_ev": 8.820,
  "de_lowest_kcal_mol": 6.6,
  "species": ["C", "H", "H", "O", "C", "H", "C", "N", "H", "C", "C", "H", "H", "C", "H", "H", "H", "H", "C", "C", "H", "H", "N", "C", "H", "O", "H", "H", "C", "H", "H", "C", "H", "H", "H", "C", "H", "H", "C", "H", "O", "C", "C", "C", "C", "C", "H", "H", "H", "O", "C", "C", "O", "H", "H", "C", "C", "C", "C", "C", "H", "C", "H", "H", "H", "C", "H", "H", "C", "C", "C", "H", "C", "H", "H", "N", "C", "C", "C", "C"],
  "positions_angstrom": [[-2.570863, -0.555329, 2.033406], [-4.380542, -1.657559, 1.772538], [3.978850, 0.294705, -1.546137], [-3.246663, -2.018339, -1.826532], [3.587923, 0.377031, 1.091526], [-0.922951, -2.632972, -2.511041], [-2.672277, -2.789475, 1.151551], [4.818950, 0.058252, 0.397416], [-6.990116, 0.478474, -0.262343], [-3.726221, 0.649992, -0.994237], [5.161355, -1.358563, 0.435858], [-3.299183, -4.819101, 1.431522], [6.063417, -1.489728, -0.167178], [3.234468, -2.916723, 0.866497], [0.316205, 3.432508, -2.172439], [0.519803, -1.664068, 1.244236], [5.757920, 0.398779, -1.423850], [-1.828974, 4.330209, -1.293309], [-3.448957, -4.006453, 0.710896], [-3.488799, 2.006040, -0.687108], [4.326307, 2.280944, 1.766195], [-4.522074, -3.768402, 0.681826], [-2.527586, 0.090260, -1.437771], [-0.554834, -1.660136, 1.369469], [-0.998632, 4.970491, 0.883227], [2.611180, 3.275451, -2.010208], [3.403512, -2.780558, 1.926037], [1.571365, -4.223860, 1.163477], [2.443931, 2.973428, -0.834690], [-0.532934, 0.964909, 3.297490], [-0.802641, -3.640503, 0.590144], [-6.001642, 0.894073, -0.388864], [1.156492, -4.526986, -1.254356], [-0.552409, 0.897400, -1.675444], [2.634827, -3.423098, -2.894082], [2.799396, -3.281840, -1.835780], [2.699620, -0.014543, 0.560398], [5.406960, -1.596872, 1.475951], [1.069476, 3.150224, -0.261700], [0.643411, 0.587783, 2.010247], [-0.988658, 1.738808, 1.436325], [4.819516, 0.651302, -0.925960], [-4.979990, 0.082284, -0.847471], [0.075844, 3.385066, -1.123345], [-4.535720, 2.806619, -0.244842], [3.847924, -2.487598, -1.403972], [-0.626253, -0.986130, -3.096385], [-4.380090, 3.853525, -0.030924], [2.555091, 2.165536, 1.754667], [0.890645, 3.072641, 1.099927], [-5.784966, 2.237593, -0.096907], [1.969946, -3.902030, -0.916904], [-3.013996, -4.507514, -0.527100], [-6.610368, 2.843101, 0.247826], [-0.241453, -1.417285, -1.419698], [-1.291286, -2.773793, 1.009037], [-0.446754, 3.011569, 1.555884], [-1.367257, 3.949195, 0.777883], [-3.305556, -1.666698, 1.666375], [-0.425350, 0.709320, 2.230569], [-2.366829, 3.873297, 1.200053], [-1.188846, -0.541701, 1.890328], [3.621761, -0.070135, 2.087803], [-3.070048, 0.322579, 2.414399], [4.686286, 2.645147, -1.769546], [-2.336871, -1.212821, -1.820492], [-3.132744, -3.798821, -1.182140], [-5.152251, -0.953425, -1.086642], [3.458936, 1.898514, 1.217231], [-1.351026, 3.539516, -0.702498], [-0.937077, -1.580595, -2.239726], [5.546745, 2.552706, -0.203281], [2.198684, -3.727729, 0.437528], [4.505856, -2.029932, -2.128830], [-0.370993, 3.307623, 2.618891], [3.472146, 2.494277, -0.096955], [4.070882, -2.285102, -0.046653], [-1.565932, 1.091138, -1.389685], [4.706092, 2.170653, -0.788330], [-2.093128, 2.253494, -0.939247]],
  "forces_ev_per_angstrom": [[0.1, 0.0, 0.1], [-0.1, 0.0, 0.0], [0.1, 0.0, 0.0], [-0.2, 0.0, -0.1], [0.1, 0.3, 0.1], [0.0, 0.0, 0.0], [0.0, -0.1, 0.0], [0.0, 0.0, 0.0], [-0.1, 0.0, 0.0], [-0.4, 0.3, 0.2], [0.0, 0.0, 0.0], [-0.1, 0.1, 0.0], [0.0, 0.0, 0.1], [0.1, 0.0, 0.0], [0.2, 0.0, -0.1], [0.1, 0.0, 0.0], [0.0, 0.0, 0.0], [0.1, 0.0, 0.0], [-0.2, 0.0, 0.2], [0.0, -0.5, -0.1], [-0.1, 0.0, 0.0], [0.1, 0.0, 0.1], [-0.4, 0.1, 0.2], [0.0, 0.1, 0.1], [0.0, 0.0, 0.0], [-0.1, 0.0, 0.0], [0.0, 0.0, 0.1], [-0.1, 0.0, 0.1], [0.2, 0.2, -0.3], [0.0, 0.0, -0.1], [0.1, -0.1, -0.1], [0.0, -0.1, 0.0], [-0.1, -0.1, 0.0], [0.2, -0.1, 0.0], [0.0, 0.0, -0.1], [0.0, 0.0, -0.1], [0.0, 0.0, 0.1], [0.0, -0.1, -0.1], [-0.7, 0.2, -0.2], [-0.1, 0.0, 0.0], [0.1, 0.2, 0.1], [0.1, 0.3, 0.0], [-0.2, -0.2, 0.0], [0.1, 0.1, 0.1], [0.0, 0.0, 0.0], [0.0, 0.0, 0.0], [0.1, 0.1, 0.0], [0.0, 0.1, 0.0], [0.2, -0.1, 0.0], [0.3, 0.0, -0.3], [-0.1, 0.2, 0.1], [-0.1, -0.1, 0.0], [0.1, -0.1, -0.4], [-0.1, 0.1, 0.0], [0.1, 0.0, 0.0], [-0.1, -0.1, 0.0], [-0.5, 0.4, 0.6], [0.2, -0.3, 0.0], [0.1, -0.1, 0.0], [0.1, -0.1, 0.1], [0.0, 0.1, 0.1], [0.1, 0.1, 0.0], [-0.1, 0.0, 0.0], [-0.1, 0.1, 0.0], [0.1, -0.1, 0.2], [0.4, -0.3, -0.2], [0.0, -0.1, 0.1], [0.0, 0.0, 0.0], [-0.3, -0.4, 0.5], [0.0, -0.1, 0.3], [-0.1, -0.1, 0.0], [0.0, 0.0, 0.0], [-0.1, 0.0, 0.0], [0.1, 0.1, -0.1], [0.0, -0.1, -0.3], [0.2, 0.1, 0.1], [0.1, 0.0, 0.0], [0.2, 0.7, -0.1], [0.1, -0.1, -0.5], [0.2, -0.3, -0.5]],
  "nbo_charge": [-0.218, 0.215, 0.175, -0.626, -0.238, 0.243, -0.037, -0.439, 0.214, 0.136, -0.230, 0.186, 0.207, -0.162, 0.252, 0.217, 0.205, 0.235, -0.078, -0.012, 0.197, 0.164, -0.421, -0.244, 0.222, -0.638, 0.201, 0.218, 0.637, 0.178, 0.222, -0.222, 0.220, 0.229, 0.215, -0.208, 0.168, 0.201, 0.191, 0.180, -0.554, -0.232, -0.213, -0.202, -0.233, -0.210, 0.235, 0.211, 0.246, -0.530, -0.208, -0.221, -0.735, 0.211, 0.245, -0.216, 0.388, -0.428, -0.201, -0.096, 0.229, 0.030, 0.205, 0.219, 0.252, 0.743, 0.496, 0.247, -0.225, -0.274, -0.713, 0.198, -0.233, 0.212, 0.166, -0.421, -0.059, -0.010, -0.232, -0.042]
}

---

(2)
{
  "formula": "C18H23CsN15O2S",
  "method": "ωB97M-V with the def2-TZVPD basis set",
  "spin_multiplicity": 1,
  "fmax_ev_per_a": 0.239,
  "homo_lumo_gap_ev": 6.602,
  "de_lowest_kcal_mol": 0.0,
  "charge": -1,
  "species": ["N", "H", "C", "H", "H", "C", "S", "H", "H", "H", "N", "H", "C", "H", "H", "N", "N", "N", "H", "O", "C", "N", "C", "H", "H", "H", "H", "C", "C", "H", "C", "H", "H", "C", "C", "C", "H", "C", "H", "C", "N", "N", "N", "N", "H", "H", "H", "O", "N", "C", "C", "C", "N", "C", "Cs", "N", "N", "C", "H", "N"],
  "positions_angstrom": [[1.816096, 3.370745, 2.514820], [0.217233, 1.537903, 5.427697], [-4.237436, -1.529513, -7.003530], [-5.989961, -1.091425, -7.934898], [-1.737132, -4.497076, -0.796380], [-2.249758, -2.466627, -6.010288], [-1.642980, -2.263970, -3.331633], [-4.909956, -1.933570, -8.878146], [-1.750212, -1.323054, -0.580980], [-1.813812, -0.761899, 1.123502], [2.218899, 2.268250, 1.940734], [1.441905, 2.626371, -3.453211], [-2.698542, -2.673146, 0.814260], [0.969022, -3.630313, 0.014843], [-1.314580, -3.003724, -6.088011], [-1.940764, -3.910348, 1.211035], [-5.016604, -1.258280, -8.137300], [1.755360, 1.202740, 2.627096], [-2.740150, -2.617625, -8.091284], [-2.576910, -2.682031, -2.292871], [-0.243804, -0.159954, -3.665106], [-1.437566, 0.341063, 3.104116], [-1.084013, -4.366893, 0.065151], [-0.078317, -2.952359, -1.232739], [-0.640070, -5.318977, 0.355947], [-0.245059, -1.661228, 2.718065], [-4.116408, -0.900553, -3.671732], [-0.103616, -2.519841, 2.069037], [-3.820662, -1.271521, -4.644773], [-3.321256, -2.937649, -0.037669], [-3.046238, -2.244929, -7.120055], [-2.612026, -4.638415, 1.433149], [-5.535877, -0.475523, -5.653913], [1.043835, 1.721537, -3.906012], [1.038437, 1.746513, 3.605158], [-2.639414, -1.986501, -4.771710], [1.993490, 1.997081, -5.835669], [1.355869, 1.384276, -5.216442], [-0.624462, -4.581107, 2.694412], [-1.649378, -1.609368, 0.463964], [-0.288956, -2.116149, 0.676155], [-1.053189, -0.868819, -2.851187], [-2.404793, -0.590005, 3.231697], [1.058768, 3.077401, 3.577526], [-1.780904, -3.322959, 3.231792], [0.919493, -2.873384, 2.195400], [-3.282419, -2.362336, 1.680867], [-0.640657, -3.247592, -3.685782], [-1.227220, -0.716717, 5.035013], [-0.743616, 0.235275, 4.236397], [-1.106915, -3.637976, 2.435190], [-4.615680, -1.039861, -5.753849], [0.012907, -0.568826, -4.925084], [0.792566, 0.200554, -5.668814], [0.153197, 0.988547, 0.074616], [0.375726, 0.997537, 4.591366], [-2.280959, -1.203537, 4.372290], [-0.035443, -3.259126, -0.190652], [0.978103, -0.147463, -6.682419], [0.264930, 0.986525, -3.131156]],
  "forces_ev_per_angstrom": [[0.1, -0.1, -0.1], [0.0, 0.0, 0.0], [0.0, 0.0, 0.0], [0.0, 0.0, 0.0], [0.0, 0.0, 0.0], [0.0, 0.0, 0.0], [0.0, 0.0, 0.0], [0.0, 0.0, 0.0], [0.0, 0.0, 0.0], [0.0, 0.0, 0.0], [0.0, 0.0, 0.1], [0.0, 0.0, 0.0], [0.0, 0.0, 0.1], [0.0, 0.0, 0.0], [0.0, 0.0, 0.0], [0.0, 0.0, 0.0], [0.0, 0.0, 0.0], [-0.1, 0.1, 0.0], [0.0, 0.0, 0.0], [0.0, 0.0, 0.0], [0.1, 0.2, 0.0], [0.0, 0.0, 0.0], [0.0, 0.0, 0.0], [0.0, 0.0, 0.0], [0.0, 0.0, 0.0], [0.0, 0.0, 0.0], [0.0, 0.0, 0.0], [0.0, 0.0, 0.0], [0.0, 0.0, 0.0], [0.0, 0.0, 0.0], [0.0, 0.0, 0.0], [0.0, 0.0, 0.0], [0.0, 0.0, 0.0], [0.0, -0.1, 0.0], [0.0, 0.0, 0.0], [0.0, 0.0, 0.0], [0.0, 0.0, 0.0], [-0.1, -0.1, 0.0], [0.0, 0.0, 0.0], [-0.1, -0.1, -0.1], [0.1, 0.0, 0.1], [-0.1, -0.1, 0.1], [0.0, 0.0, -0.1], [0.0, -0.1, 0.0], [0.0, 0.0, 0.0], [0.0, 0.0, 0.0], [0.0, 0.0, 0.0], [0.0, 0.0, 0.0], [0.0, 0.0, 0.1], [0.0, -0.1, 0.0], [0.0, 0.0, 0.0], [0.0, 0.0, 0.0], [0.1, 0.1, -0.2], [0.0, 0.0, 0.1], [0.1, 0.2, 0.1], [0.0, 0.1, -0.1], [0.0, 0.0, 0.0], [0.0, 0.0, 0.0], [0.0, 0.0, 0.0], [0.0, -0.1, -0.1]],
  "nbo_charge": [-0.157, 0.393, 0.173, 0.371, 0.252, -0.129, 2.327, 0.370, 0.268, 0.262, -0.224, 0.186, -0.258, 0.202, 0.244, -0.332, -0.802, -0.444, 0.202, -1.027, 0.552, -0.447, -0.254, 0.250, 0.202, 0.268, 0.224, -0.264, -0.091, 0.239, -0.285, 0.424, 0.203, 0.091, 0.385, -0.388, 0.215, -0.389, 0.199, -0.321, -0.428, -0.953, -0.223, -0.395, 0.265, 0.207, 0.251, -0.984, -0.391, 0.399, -0.258, -0.301, -0.524, 0.101, 0.949, -0.630, -0.179, -0.246, 0.181, -0.531]
}